[1]
DFT (the ωB97M-V functional and the def2-TZVPD basis) results for a molecular structure, C14H41N4NaO8.

Geometry as ORCA input:
```
! RIJCOSX wB97M-V def2-TZVPD def2/J DEFGRID3
* xyz 0 1
Na -1.40580 -2.76215 2.84350
N 0.51383 -0.72861 1.06885
O 0.38575 -1.33994 2.12866
O -0.43535 -0.55253 0.36669
O 1.53847 -0.17474 0.83315
C -2.47311 3.97698 -0.44078
C -1.75830 2.94552 0.31950
C -2.57785 2.30271 1.37467
O -1.99766 1.33003 2.28829
C -0.86050 1.74800 3.08480
N -1.45488 1.89475 -0.64562
H -3.14732 4.53969 0.20489
H -3.16993 3.50686 -1.13471
H -1.85413 4.76463 -0.87041
H -0.79200 3.33164 0.64395
H -3.35801 1.90613 0.72492
H -2.98539 3.15989 1.91063
H 0.04054 1.54515 2.50595
H -0.80697 1.15508 3.99786
H -1.00707 2.78711 3.37953
H -0.95518 1.12360 -0.22642
H -0.71750 2.30449 -1.20104
C 3.84644 -0.78034 -2.52834
C 3.23049 -2.17155 -2.21818
C 3.60181 -2.71215 -0.78925
O 5.02837 -2.87744 -0.80504
C 5.51212 -3.83385 0.22826
N 1.75777 -1.79676 -2.16762
H 3.86068 -0.68778 -3.61431
H 4.85939 -0.65712 -2.14512
H 3.27694 0.10655 -2.25049
H 3.44777 -2.93480 -2.96541
H 3.11769 -3.67754 -0.64176
H 3.30628 -2.09586 0.05984
H 5.12335 -3.55012 1.20625
H 6.59755 -3.74735 0.27783
H 5.24869 -4.86211 -0.01950
H 1.34320 -2.67304 -1.88412
H 1.70860 -1.13554 -1.40573
C -5.14637 -2.80138 -0.41761
C -3.79040 -1.96413 -0.54178
C -4.15528 -0.52850 -0.89460
O -4.97102 -0.47417 -2.06649
C -5.41392 0.84799 -2.43808
N -3.05166 -2.31353 0.61380
H -5.66047 -2.25103 0.37037
H -4.91155 -3.81565 -0.09478
H -5.76185 -2.86644 -1.31486
H -3.25965 -2.34248 -1.41543
H -3.26943 0.09461 -1.01746
H -4.65817 -0.11779 -0.01909
H -4.52722 1.44841 -2.64147
H -5.98701 1.29266 -1.62449
H -5.79352 0.95438 -3.45429
H -2.52281 -3.15661 0.44164
H -2.44944 -1.50603 0.54052
C 4.47290 0.81292 2.91521
O 3.23097 0.58236 3.45903
H 4.47854 1.66640 2.23725
H 5.24706 0.86633 3.68067
H 4.60609 -0.08843 2.31694
H 2.59200 0.48056 2.74985
C 2.65506 3.10871 -0.42101
O 2.25825 1.93522 -1.07353
H 1.74695 3.68333 -0.23869
H 3.26864 2.87051 0.44783
H 3.29154 3.56032 -1.18195
H 1.89324 1.34370 -0.41137
*
```

## Properties
E_LUMO   -0.054 hartree
DFT total energy   -1540.9845 Ha

Atomic partial charges in e from the Mulliken method, atoms 1 to 8:
1 Na 0.953
2 N 0.967
3 O -0.889
4 O -0.527
5 O -0.398
6 C -1.512
7 C 0.952
8 C -0.932

[2]
DFT (the ωB97M-V functional and the def2-TZVPD basis) results for a molecular structure, C14H42BCaF5O7.

Geometry as ORCA input:
```
! RIJCOSX wB97M-V def2-TZVPD def2/J DEFGRID3
* xyz 0 1
Ca -9.28202 11.62466 13.19860
B -9.29959 12.89667 15.59710
F -8.91423 11.55246 15.57774
F -9.57615 13.28825 16.90414
F -8.29420 13.59963 14.98563
F -10.38639 13.03172 14.76157
F -8.72810 9.47144 13.54626
C -5.47700 16.45486 13.79382
C -6.78699 16.10481 13.07020
O -6.59938 15.30760 11.91281
H -5.65471 17.13289 14.62606
H -4.63687 16.82947 13.20629
H -5.12428 15.49225 14.17735
H -7.28578 17.03181 12.77529
H -7.35588 15.42817 13.70244
H -6.05212 15.68940 11.22100
C -13.67297 13.75038 17.73513
C -13.43344 12.37656 17.13378
O -13.40122 12.59380 15.70140
H -13.94829 13.71362 18.79791
H -14.37093 14.38362 17.18514
H -12.82474 14.44194 17.81788
H -14.18737 11.63804 17.38340
H -12.43925 12.08880 17.48125
H -12.50878 12.84372 15.45541
C -10.41373 15.12460 10.30116
C -10.27910 14.75940 11.79835
O -10.80224 13.42930 12.00894
H -10.37483 14.26838 9.63566
H -9.53716 15.76469 10.14613
H -11.21031 15.82815 10.05964
H -10.85821 15.39634 12.46979
H -9.23275 14.76493 12.09490
H -11.68831 13.41891 11.63457
C -8.95304 8.39770 17.10133
C -10.46191 8.49298 16.87765
O -11.06815 7.65636 15.89941
H -8.55504 7.41002 16.86433
H -8.58295 8.51337 18.12563
H -8.38886 9.21190 16.64392
H -10.77997 9.52581 16.71327
H -10.91677 8.24343 17.84427
H -11.73975 7.16320 16.37055
C -10.65697 16.56354 15.81802
C -9.41925 16.74847 16.68406
O -8.27801 16.38422 15.93367
H -10.65006 17.03685 14.83950
H -11.53465 16.88186 16.39411
H -10.86657 15.49164 15.76483
H -9.52736 16.05523 17.52411
H -9.36191 17.75321 17.10340
H -8.16232 15.43174 16.03405
C -5.07673 12.03840 12.06284
C -6.19343 12.09956 13.09161
O -7.32704 12.77503 12.53687
H -4.79732 13.02267 11.67151
H -5.33372 11.53526 11.12883
H -4.18660 11.60720 12.52009
H -5.81027 12.51334 14.02545
H -6.53155 11.07916 13.29355
H -7.07815 13.60612 12.08570
C -9.72676 10.79840 21.15004
C -9.26314 11.23969 19.78294
O -10.37316 11.57852 18.98587
H -10.58112 10.12043 21.14067
H -10.12493 11.70298 21.62859
H -8.96883 10.47036 21.85950
H -8.61961 10.46574 19.35458
H -8.52560 12.03110 19.97208
H -10.02632 11.78914 18.10623
*
```

## Properties
E_LUMO   -0.006 hartree
DFT total energy   -2287.3447 Ha
Energy above the lowest of the compared OMol25 structures with the same formula, charge and spin   0.0 kcal per mole

Atomic partial charges in e from the Mulliken method, atoms 1 to 8:
1 Ca 1.375
2 B 0.303
3 F -0.256
4 F -0.396
5 F 0.107
6 F -0.137
7 F -0.870
8 C -1.248

[3]
DFT (the ωB97M-V functional and the def2-TZVPD basis) results for 8 unconnected molecules or ions with the total composition C14H42BF4O14.

Geometry as ORCA input:
```
! RIJCOSX wB97M-V def2-TZVPD def2/J DEFGRID3
* xyz -1 1
B -0.02384 -0.67846 0.19179
F 0.81194 -1.57433 -0.49534
F 0.70625 0.33101 0.80377
F -0.93604 -0.09777 -0.74106
F -0.74690 -1.37765 1.13675
C -5.07013 -1.27123 1.07559
C -3.83182 -0.62346 0.46672
O -3.77893 0.71858 0.93773
O -4.92317 -1.74858 2.40839
H -5.34555 -2.19015 0.54673
H -5.90366 -0.65122 0.71343
H -3.61410 -0.72240 -0.60201
H -2.89354 -1.00828 0.87859
H -4.64030 1.11081 0.75270
H -4.48675 -1.03886 2.89861
C -1.27879 -4.34312 -2.38379
C -1.39637 -4.00008 -3.87295
O -0.52303 -2.91421 -4.24328
O -1.84533 -3.33114 -1.56966
H -0.22708 -4.58824 -2.20404
H -1.74692 -5.28852 -2.09454
H -2.41440 -3.66259 -4.07986
H -1.12902 -4.84921 -4.49818
H -0.67459 -2.24358 -3.56370
H -1.15284 -2.92373 -1.03662
C 2.39193 -2.81868 2.79222
C 2.61662 -1.63324 3.77589
O 1.84353 -0.50714 3.35179
O 2.53511 -2.53601 1.42107
H 1.35887 -3.13963 2.93900
H 3.16317 -3.52873 3.09498
H 3.67580 -1.37781 3.85798
H 2.14800 -1.84891 4.73562
H 2.15972 -0.21252 2.48953
H 1.77292 -2.07422 1.04508
C 3.07779 -0.15795 -2.96976
C 3.59986 1.27900 -2.82483
O 4.47372 1.37036 -1.69704
O 4.11168 -1.01162 -3.51266
H 2.11847 -0.21266 -3.49166
H 2.67943 -0.58759 -2.04391
H 2.86388 2.07897 -2.71507
H 4.21128 1.60776 -3.67143
H 4.51910 0.52028 -1.25180
H 4.97583 -0.60395 -3.41525
C 2.56479 2.86372 1.00479
C 3.40034 4.06923 1.47796
O 2.57301 5.23148 1.51392
O 1.33905 2.63236 1.70289
H 3.17112 1.95263 1.00257
H 2.18106 3.05538 -0.00242
H 4.28349 4.03960 0.83216
H 3.83132 3.91427 2.47179
H 3.07839 5.89999 1.04063
H 1.02571 1.77028 1.36005
C -2.22169 1.84043 -3.03452
C -1.80686 0.82623 -4.10345
O -2.82986 0.49223 -5.02254
O -1.31151 2.00489 -2.00489
H -3.21438 1.56529 -2.63798
H -2.54550 2.80598 -3.43823
H -1.58400 -0.07963 -3.53130
H -0.90300 1.26788 -4.53439
H -2.63566 -0.37257 -5.38895
H -1.13343 1.18751 -1.46316
C -0.39809 1.79620 4.50705
C -1.31997 1.20919 3.42838
O -1.56346 2.18767 2.40508
O -0.76026 3.09838 4.92119
H 0.63691 1.79248 4.16302
H -0.34836 1.04937 5.30874
H -2.31049 1.16217 3.90179
H -0.94427 0.23150 3.12519
H -2.27119 1.77164 1.89425
H -1.21503 3.09496 5.76487
*
```

## Properties
E_LUMO   0.097 hartree
DFT total energy   -2036.4436 Ha
Energy above the lowest of the compared OMol25 structures with the same formula, charge and spin   45.7 kcal per mole

Atomic partial charges in e from the Mulliken method, atoms 1 to 8:
1 B 0.348
2 F -0.677
3 F -0.156
4 F -0.095
5 F -0.503
6 C -0.464
7 C 0.094
8 O -0.427

[4]
DFT (the ωB97M-V functional and the def2-TZVPD basis) results for 3 unconnected molecules or ions with the total composition C14H42BFN8O6P3.

Geometry as ORCA input:
```
! RIJCOSX wB97M-V def2-TZVPD def2/J DEFGRID3
* xyz -1 1
N 5.27033 -2.20194 -1.27718
P 3.76815 -2.70626 -1.63685
O 3.62337 -3.29637 -3.24372
O 3.37685 -3.96559 -0.52488
B 2.45724 -1.29760 -1.42294
C 1.01956 -1.84622 -0.83998
O 0.99930 -2.25245 0.36872
N -0.27525 -1.85835 -1.60146
C -0.94204 -3.15582 -1.56920
O -2.10717 -3.22811 -2.03829
F -0.41534 -4.33969 -1.01219
H 5.56730 -2.79675 -0.48742
H 3.66220 -4.27637 -3.15778
H 3.41583 -3.64527 0.39899
H 2.90260 -0.59302 -0.55947
H 2.33821 -0.62389 -2.41002
H -0.90347 -1.23763 -1.04533
O -5.59275 0.40731 -1.14540
P -6.29266 -0.88364 -1.61096
N -7.86163 -0.31502 -1.18896
C -8.96759 -1.09074 -0.65882
C -8.39407 0.65321 -2.14851
N -5.58910 -1.80730 -0.32784
C -6.07198 -1.65378 1.04035
C -4.12102 -1.72367 -0.30633
N -7.04159 -2.38311 -2.23596
C -6.98873 -3.68579 -1.58084
C -6.67041 -2.55689 -3.65079
H -9.46106 -1.70139 -1.42498
H -9.72441 -0.42494 -0.23045
H -8.67103 -1.74537 0.15691
H -8.75380 0.15164 -3.05669
H -7.62798 1.37314 -2.44682
H -9.21698 1.23223 -1.71882
H -6.19790 -0.60285 1.31774
H -5.38549 -2.10615 1.76313
H -7.01636 -2.17784 1.18980
H -3.76664 -0.79668 0.15793
H -3.72289 -1.77801 -1.32427
H -3.70004 -2.57426 0.23822
H -5.97088 -4.08020 -1.50976
H -7.58741 -4.41171 -2.14308
H -7.43237 -3.65583 -0.58559
H -5.61813 -2.83993 -3.75297
H -6.82775 -1.62365 -4.20138
H -7.29064 -3.31829 -4.13610
O 5.66964 1.29176 0.48114
P 6.07919 2.41609 1.44838
N 5.29585 1.69212 2.79777
C 4.60975 2.36515 3.88458
C 6.04344 0.56253 3.35144
N 5.04437 3.55898 0.65888
C 3.59721 3.48830 0.83850
C 5.31927 3.67546 -0.77993
N 6.65121 3.72559 2.52682
C 6.12626 5.08601 2.54938
C 8.12051 3.79354 2.46838
H 5.30216 2.81719 4.60605
H 3.98166 1.65440 4.43168
H 3.92815 3.13850 3.53883
H 6.89378 0.90960 3.95410
H 6.43672 -0.07604 2.55653
H 5.40715 -0.07147 3.97568
H 3.21991 2.46583 0.74593
H 3.06893 4.10313 0.10251
H 3.29662 3.89362 1.80491
H 4.86817 2.85965 -1.35421
H 6.40031 3.67344 -0.96238
H 4.93974 4.62897 -1.16267
H 6.29934 5.61990 1.60978
H 6.60715 5.65962 3.35037
H 5.06146 5.10440 2.78152
H 8.46145 4.20344 1.51166
H 8.55111 2.79381 2.58387
H 8.52510 4.40734 3.28072
*
```

## Properties
E_LUMO   0.026 hartree
DFT total energy   -2596.7328 Ha

Atomic partial charges in e from the Mulliken method, atoms 1 to 8:
1 N -0.812
2 P 0.685
3 O -0.474
4 O -0.611
5 B 0.302
6 C 0.212
7 O -0.590
8 N -0.115

[5]
DFT (the ωB97M-V functional and the def2-TZVPD basis) results for 8 unconnected molecules or ions with the total composition C14H42ClO7.

Geometry as ORCA input:
```
! RIJCOSX wB97M-V def2-TZVPD def2/J DEFGRID3
* xyz -1 1
Cl -0.66037 0.64145 -0.79037
C -1.92205 -2.86397 -1.68378
C -0.92792 -3.81927 -1.04099
O -0.74077 -4.85800 -1.92964
H -1.60327 -2.58853 -2.68907
H -1.90309 -1.96748 -1.06406
H -2.95592 -3.16140 -1.50837
H -1.24405 -4.29431 -0.11227
H 0.00617 -3.32306 -0.77765
H -1.50767 -5.39273 -2.14761
C 2.69307 -0.63030 -3.63743
C 1.73848 -1.79596 -3.42706
O 0.44997 -1.33503 -3.50796
H 2.40293 0.06083 -2.84607
H 2.53253 -0.06880 -4.55777
H 3.76984 -0.79921 -3.64865
H 1.95910 -2.34137 -2.50948
H 1.89854 -2.53796 -4.20933
H 0.27718 -0.86931 -2.68647
C -0.17541 2.71967 2.36472
C 1.25152 2.42897 2.89325
O 1.07373 1.17828 3.49342
H -0.82032 3.02094 3.19021
H -0.72874 1.94929 1.82764
H -0.24774 3.61443 1.74645
H 1.50520 3.09808 3.71547
H 1.99739 2.39976 2.09895
H 1.20698 0.48789 2.83982
C -1.67833 -1.92168 2.11641
C -0.91362 -1.76485 3.44823
O 0.30452 -2.42694 3.17450
H -2.73255 -1.66402 2.21800
H -1.88005 -2.88933 1.65699
H -1.21164 -1.43537 1.25978
H -1.53602 -2.28830 4.17399
H -0.85473 -0.72514 3.77016
H 0.60597 -1.87505 2.44914
C -4.63716 -0.12830 0.08850
C -4.45792 1.31432 0.37502
O -3.27403 1.49189 1.01975
H -3.78906 -0.61280 -0.39533
H -5.49563 -0.29573 -0.56196
H -4.71898 -0.62517 1.05521
H -5.20380 1.87448 0.93894
H -4.29337 1.83894 -0.56614
H -2.58975 1.24504 0.39330
C 1.85054 5.40342 -1.61761
C 1.76375 4.10749 -0.86106
O 0.41482 3.62310 -1.00043
H 1.68502 5.20077 -2.67574
H 2.78188 5.96876 -1.58484
H 0.97760 6.02007 -1.40357
H 2.10944 4.17985 0.17014
H 2.25462 3.25520 -1.33090
H 0.33204 2.66689 -1.02083
C 3.52170 -0.46656 0.29862
C 2.58934 -1.56789 0.82801
O 1.41521 -0.90323 1.40932
H 4.38820 -0.70491 -0.31820
H 3.86121 0.14570 1.13406
H 2.89302 0.20144 -0.29014
H 3.11619 -2.17094 1.56751
H 2.30410 -2.19679 -0.01533
H 0.77215 -0.82727 0.70059
*
```

## Properties
E_LUMO   0.107 hartree
DFT total energy   -1545.4611 Ha

Atomic partial charges in e from the Mulliken method, atoms 1 to 8:
1 Cl -0.749
2 C -0.348
3 C 0.047
4 O -0.588
5 H 0.314
6 H -0.370
7 H 0.414
8 H 0.340

[6]
DFT (the ωB97M-V functional and the def2-TZVPD basis) results for a molecular structure, C14H42FeNO17.

Geometry as ORCA input:
```
! RIJCOSX wB97M-V def2-TZVPD def2/J DEFGRID3
* xyz 1 5
Fe 3.48213 0.15562 -1.18189
N 0.53779 0.04568 0.22646
O 0.18173 1.08538 0.75989
O 1.65210 -0.02142 -0.27687
O -0.23108 -0.83415 0.16591
C 1.14106 -4.45877 -0.10696
C 0.87236 -4.33125 -1.62270
O 0.81201 -5.61801 -2.25652
O 1.60634 -3.26526 0.48198
H 1.97958 -5.14777 -0.00565
H 0.30081 -4.89532 0.43294
H 1.64895 -3.69714 -2.05038
H -0.03295 -3.78726 -1.89211
H 0.19953 -5.52421 -2.98978
H 0.95426 -2.56170 0.51936
C 2.19076 0.24320 -3.74633
C 2.96572 -1.11353 -3.71023
O 3.30094 -1.62313 -2.42016
O 2.64020 1.16805 -2.74022
H 1.12763 0.13853 -3.52973
H 2.24850 0.66388 -4.75021
H 3.91981 -0.97228 -4.21802
H 2.43170 -1.79645 -4.37095
H 3.83387 -2.41513 -2.52183
H 2.48113 2.06669 -3.03812
C 6.28443 0.09266 -0.98320
C 5.72349 -1.06603 -0.21374
O 4.44371 -0.84611 0.40961
O 5.33568 0.41762 -1.97561
H 7.22699 -0.12703 -1.48461
H 6.43549 0.93380 -0.30662
H 6.44832 -1.34502 0.55104
H 5.67383 -1.94475 -0.85677
H 4.49996 -1.39582 1.19463
H 5.78780 0.79302 -2.73474
C -2.44719 1.48677 -1.34977
C -2.84869 2.90302 -1.19671
O -2.37517 3.68654 -2.34708
O -3.08060 0.93093 -2.46624
H -2.58418 0.92332 -0.42681
H -1.37232 1.38346 -1.49839
H -2.41684 3.33092 -0.29199
H -3.93510 2.94448 -1.11877
H -1.46866 3.96109 -2.19068
H -2.88958 1.42545 -3.26660
C -2.35168 0.80823 3.80333
C -3.05408 -0.58978 3.99878
O -2.15942 -1.68978 3.67485
O -2.26143 1.28017 2.51976
H -1.36703 0.86594 4.26727
H -2.94236 1.54397 4.34912
H -3.96756 -0.61580 3.40466
H -3.37270 -0.68275 5.03702
H -2.36976 -1.84670 2.75142
H -1.55609 0.86491 2.01811
C -0.63495 4.44242 1.62716
C -0.62034 5.66274 2.52689
O 0.72250 6.07136 2.51921
O 0.25898 3.49540 1.98014
H -0.35662 4.73255 0.61401
H -1.66055 4.07430 1.60035
H -0.85366 5.38366 3.55441
H -1.28589 6.47316 2.22961
H 0.82060 7.02403 2.45291
H 0.11903 2.69017 1.47652
C -4.99146 -2.72624 1.50191
C -4.11213 -1.59831 0.75727
O -2.75832 -2.00531 0.96800
O -6.35877 -2.38265 1.21924
H -4.82274 -2.77430 2.57770
H -4.77337 -3.73692 1.15686
H -4.37063 -0.61476 1.14959
H -4.46838 -1.56589 -0.27235
H -2.20957 -1.50558 0.35911
H -6.92754 -3.07067 1.57241
*
```

## Properties
E_LUMO (alpha / beta)   -0.142 / -0.157 hartree
DFT total energy   -3155.6407 Ha
Energy above the lowest of the compared OMol25 structures with the same formula, charge and spin   41.0 kcal per mole
Expectation value of S²   6.006

Atomic partial charges in e from the Mulliken method, atoms 1 to 8:
1 Fe 0.811
2 N 0.636
3 O -0.755
4 O -0.691
5 O -0.464
6 C -0.441
7 C 0.094
8 O -0.551